Here is a 7-piece molecular cluster, C19H42N4O13 overall in a non-equilibrium geometry from the Open Molecules 2025 dataset. Energies are from wB97M-V/def2-TZVPD.

Structure (XYZ):
```
78
Properties=species:S:1:pos:R:3:forces:R:3:mulliken_charge:R:1
C 11.791190 1.484500 -1.875000 0.813 0.084 1.204 -0.57
O 11.388960 0.223150 -2.354470 -1.421 -1.076 -0.601 -0.32
C 12.265100 -0.774370 -2.402790 3.124 1.007 -0.177 0.85
O 13.486150 -0.591460 -2.258220 -2.580 -1.066 -0.229 -0.60
O 11.637960 -1.918740 -2.687390 -1.125 0.784 -0.676 -0.31
C 12.359480 -3.092840 -2.969810 1.797 -0.929 1.199 -0.64
H 10.923370 2.056580 -1.546820 -0.197 -0.295 -0.465 0.23
H 12.386940 2.059080 -2.584250 -0.046 -0.232 -0.081 0.21
H 12.363120 1.271190 -0.971950 0.373 0.467 -0.048 0.32
H 13.169840 -3.025390 -3.695670 -0.107 0.738 -0.075 0.28
H 11.791050 -3.973750 -3.268130 -0.974 0.778 -0.024 0.26
H 12.814210 -3.372200 -2.019400 0.353 -0.249 -0.063 0.29
C 12.657080 0.963370 -15.685030 -0.993 -0.455 2.491 -0.69
O 12.850410 2.247390 -16.241200 1.203 -0.340 -0.214 -0.29
C 12.274410 2.481370 -17.376010 -3.935 -1.457 -2.519 0.84
O 11.449370 1.708760 -17.950890 2.886 2.253 1.516 -0.61
O 12.544570 3.725860 -17.777780 0.757 -0.381 0.108 -0.31
C 12.016050 4.058350 -19.052830 -0.727 -0.456 -0.699 -0.62
H 13.521690 0.746870 -15.057600 0.167 -0.045 -0.459 0.26
H 12.303550 0.089290 -16.231920 0.612 0.634 -1.067 0.34
H 11.844990 1.107180 -14.972330 -0.130 -0.069 0.248 0.28
H 12.317980 3.353330 -19.827350 0.319 -0.138 0.175 0.29
H 12.351570 5.048430 -19.361470 -0.122 -0.040 0.534 0.22
H 10.933540 3.942070 -19.000290 -0.045 0.499 -0.107 0.29
C 8.327860 5.461380 -11.377310 0.525 1.158 -2.659 -0.67
O 7.904060 4.518370 -10.495240 0.522 -2.767 0.930 -0.27
C 8.438260 3.255690 -10.624350 0.939 -0.117 -1.267 0.81
O 9.348940 2.831870 -11.354590 -2.239 1.802 1.857 -0.59
O 7.710890 2.532470 -9.797050 -0.868 1.112 0.013 -0.31
C 8.213840 1.373830 -9.261360 0.881 -2.020 0.950 -0.66
H 7.855110 5.311050 -12.347880 -0.608 0.084 -0.131 0.31
H 9.363900 5.334340 -11.691260 0.399 0.420 0.797 0.30
H 8.031560 6.447660 -11.020140 0.458 -0.137 0.135 0.24
H 9.292210 1.299810 -9.401830 -0.065 -0.105 -0.123 0.35
H 7.713730 0.479130 -9.632150 0.071 0.102 -0.566 0.25
H 8.006850 1.334390 -8.191920 0.037 0.477 0.079 0.25
C 19.369220 -1.126490 -8.535600 -1.918 -1.050 0.443 -0.78
N 18.807380 -2.477760 -8.083660 1.264 2.155 -4.146 -0.19
C 18.768130 -2.896320 -6.860530 -1.717 0.254 3.536 0.75
C 18.270090 -4.285420 -6.633380 0.543 -1.432 0.628 -1.15
O 18.965380 -2.170940 -5.887280 0.745 0.176 -0.241 -0.66
H 18.562170 -0.396350 -8.475020 0.010 0.199 0.722 0.22
H 19.486860 -1.123310 -9.619230 0.876 -0.574 0.168 0.35
H 20.209220 -0.812370 -7.916060 -0.026 -0.240 -0.363 0.27
H 18.533200 -3.105260 -8.826060 0.189 0.043 0.196 0.23
H 19.114950 -4.937420 -6.855200 -0.137 -0.391 -0.479 0.32
H 17.364080 -4.626530 -7.134270 0.217 0.301 -0.489 0.34
H 18.109550 -4.499510 -5.576740 -0.055 0.621 0.050 0.30
C 13.958590 -0.054700 -9.166020 -0.820 -0.178 -1.091 -0.90
N 14.510310 0.293720 -7.893150 2.862 -2.670 -2.063 -0.07
C 14.072830 1.255120 -7.150310 -3.383 0.979 3.191 0.74
C 15.019190 1.788680 -6.107470 -0.047 0.100 -0.130 -1.15
O 12.866510 1.508400 -7.160590 0.476 1.334 -0.424 -0.66
H 12.936700 -0.432510 -9.132750 0.010 -0.179 0.345 0.28
H 14.564850 -0.766010 -9.726900 0.189 -0.169 0.515 0.31
H 13.895260 0.800440 -9.838940 0.084 0.365 0.241 0.29
H 15.290550 -0.233910 -7.528540 0.167 0.228 -0.481 0.21
H 15.423970 0.961180 -5.524810 0.229 -0.083 -0.117 0.39
H 14.511350 2.438780 -5.395030 0.017 0.101 -0.368 0.25
H 15.815650 2.291720 -6.655840 0.217 0.164 0.420 0.32
C 12.230860 5.962310 -8.543220 0.136 0.590 0.870 -1.04
C 12.176890 7.517540 -8.462880 -1.115 -4.983 1.048 0.65
N 12.617320 8.113450 -9.494870 2.468 2.525 -3.746 -0.39
O 11.614290 8.142720 -7.626290 -1.393 0.797 2.917 -0.62
H 11.371350 5.684760 -7.933060 0.141 -0.626 -0.299 0.26
H 13.141490 5.532140 -8.126320 0.009 0.313 0.620 0.34
H 12.263180 5.529800 -9.543220 -0.702 0.400 -0.169 0.30
H 13.374960 7.680610 -10.003520 -0.112 0.450 -0.225 0.23
H 12.620120 9.089220 -9.234180 0.543 0.505 -1.022 0.27
C 19.607700 2.718230 -3.329320 1.664 -0.404 0.708 -0.94
C 20.438160 1.872300 -2.298530 -2.064 5.923 0.560 0.62
N 20.469930 0.652080 -2.540060 0.368 -6.974 -1.666 -0.26
O 20.891550 2.324440 -1.267950 0.722 1.106 0.435 -0.66
H 20.064490 3.704430 -3.246550 -0.718 0.215 0.002 0.28
H 18.548830 2.640220 -3.082740 0.124 0.358 -0.005 0.24
H 19.804000 2.359990 -4.339890 -0.222 -0.101 -0.034 0.32
H 19.906990 0.216420 -3.256570 0.357 0.000 0.036 0.17
H 20.993340 0.077010 -1.895510 -0.254 -0.173 -0.081 0.23
```
Forces are in eV/Å.

Output
E_HOMO: -9.3 eV
Calculated total energy: -1946.24916 a.u.
SMILES string: COC(=O)OC.COC(=O)OC.COC(=O)OC.CNC(C)=O.CNC(C)=O.CC(N)=O.CC(N)=O
Multiplicity: 1
Total charge: 0



Here is C19H42NO3P3Ru as an isolated structure in a non-equilibrium geometry from the Open Molecules 2025 dataset. Energies are from wB97M-V/def2-TZVPD.

Structure (XYZ):
```
69
Properties=species:S:1:pos:R:3:forces:R:3:mulliken_spin:R:1
Ru -0.121516 -0.566660 -0.713868 2.084 0.286 -3.254 2.36
P -1.095666 -0.381219 1.191992 -2.758 -0.405 4.434 0.06
P -2.210998 -0.354543 -1.741946 -2.701 -0.643 -1.116 0.03
P 1.458909 1.270247 0.075529 3.149 -0.019 3.019 0.04
H 0.521583 -0.843938 -3.207165 0.504 -0.022 0.000 0.03
C 0.289014 0.113274 -2.730611 -2.054 1.229 0.955 0.21
C 1.337207 1.087705 -2.910845 1.874 -0.919 -5.063 0.02
H 2.292360 0.901666 -2.449079 0.026 0.402 0.225 0.00
C -1.664804 1.279463 1.740300 -0.215 -0.118 -0.144 0.02
C -2.555991 -1.484010 1.460855 -0.111 0.280 -0.018 0.02
C -0.158800 -1.025626 2.650977 0.239 -0.154 -0.174 0.06
C -2.658934 0.028895 -3.530352 1.220 0.420 0.314 0.00
C -2.669047 -2.119263 -1.771956 -0.307 -0.148 0.493 0.02
C -3.566647 0.680241 -1.036154 0.304 -0.322 0.403 0.01
C 3.268871 1.246263 -0.530443 -0.166 -0.128 -0.387 0.03
C 2.118443 0.853416 1.845366 -0.548 0.063 -0.559 0.01
C 1.293395 3.113547 0.391878 -0.420 -0.199 -0.500 0.02
H -0.629024 0.480681 -3.212583 1.044 -0.091 -0.296 -0.03
H 1.490655 1.193003 -4.008032 0.185 0.073 0.570 0.01
H -2.530298 1.143135 2.413272 0.376 0.115 -0.238 0.00
H -1.976326 1.899825 0.888540 0.093 -0.133 0.325 -0.02
H -0.869783 1.780643 2.301048 -0.120 -0.016 -0.119 0.00
H -2.861934 -1.387649 2.513658 0.075 0.027 -0.328 0.00
H -2.241127 -2.521885 1.293010 -0.118 0.197 0.031 0.00
H -3.415387 -1.245140 0.829627 0.209 -0.232 0.231 0.01
H 0.226106 -0.205837 3.258927 -0.011 -0.297 -0.041 0.00
H 0.661489 -1.670650 2.306213 -0.187 0.219 0.256 -0.02
H -0.837531 -1.632588 3.263016 0.176 0.217 -0.177 0.01
H -3.719258 -0.189018 -3.698298 0.240 -0.037 0.310 0.00
H -2.048134 -0.561788 -4.220698 -0.225 0.031 0.048 0.00
H -2.474028 1.097710 -3.722888 -0.231 -0.285 -0.105 0.00
H -3.525152 -2.246006 -2.445082 0.148 -0.043 0.151 0.01
H -2.939820 -2.463378 -0.768930 0.028 -0.084 -0.418 -0.01
H -1.816350 -2.705465 -2.136607 -0.229 0.161 -0.036 0.00
H -4.464348 0.531682 -1.647336 0.215 0.006 0.134 0.00
H -3.272597 1.734035 -1.084619 -0.098 -0.132 -0.047 0.00
H -3.794175 0.419756 -0.001808 -0.054 0.246 -0.182 0.00
H 3.953026 1.384302 0.327717 -0.460 -0.014 -0.658 0.00
H 3.469302 2.061496 -1.243698 0.043 -0.332 0.092 0.00
H 3.490504 0.269414 -0.995897 0.041 0.408 0.150 -0.01
H 3.123338 1.291541 1.941465 -0.648 -0.054 0.063 0.00
H 2.194836 -0.235980 1.933885 -0.010 0.395 0.148 0.00
H 1.453083 1.293514 2.600011 0.239 -0.358 -0.197 0.00
H 2.176900 3.627086 -0.006822 -0.176 -0.048 0.157 0.00
H 1.243585 3.275280 1.472318 -0.052 0.056 -0.238 0.00
H 0.383417 3.504014 -0.072160 0.045 0.229 0.226 0.00
C 1.580811 3.762850 -3.177369 1.406 0.186 0.074 0.31
C 0.950370 4.973516 -2.935925 0.139 1.979 0.125 0.00
C 1.622295 6.144089 -3.261371 -1.763 -0.416 0.900 0.17
C 2.881802 6.060179 -3.874164 0.602 1.504 -0.092 0.26
C 3.457718 4.811782 -4.172441 0.501 -2.288 -0.466 0.24
C 2.796024 3.634311 -3.835393 1.224 0.458 -0.911 -0.04
O 1.000791 2.669846 -2.616105 -1.849 -2.650 -1.454 0.05
H 1.074231 2.386868 -1.724115 -0.083 1.506 3.117 0.02
H 0.002903 4.965951 -2.427023 -0.271 0.218 0.053 0.00
H 1.186786 7.112812 -2.988313 0.193 -0.366 -0.276 0.00
H 3.447558 6.980907 -4.093206 -0.337 -0.449 0.022 -0.01
H 4.438370 4.752823 -4.660228 -0.396 0.111 0.200 0.00
H 3.221314 2.654008 -4.069575 -0.042 0.462 0.145 0.00
N 2.345202 -4.229451 0.369254 -0.114 -0.497 0.402 0.00
C 1.908230 -4.292731 -1.062151 -0.513 0.507 -0.480 0.00
C 1.094860 -3.055844 -1.306450 -2.177 -0.497 -4.287 -0.01
O 0.386121 -2.896393 -2.386340 2.625 -0.255 4.207 0.02
O 1.214397 -2.259389 -0.335930 -1.090 2.456 0.453 0.07
H 2.908476 -3.393639 0.592340 -0.253 -0.441 -0.328 0.00
H 2.893366 -5.057886 0.546733 0.466 -0.523 0.454 0.00
H 1.541102 -4.223748 1.031119 0.574 -0.106 -0.603 0.00
H 2.765040 -4.253723 -1.731564 0.176 -0.395 0.131 0.00
H 1.277253 -5.154750 -1.262829 0.323 -0.330 0.171 0.00
```
Forces are in eV/Å.

Output
E_HOMO (alpha / beta): -19.6 / -20.6 eV
Calculated total energy: -2146.86988 a.u.
Energy relative to the best compared isomer or geometry (same formula, charge and spin): 190.7 kJ/mol
Multiplicity: 5
<S²>: 6.030
Total charge: +4